Below is a 12-piece molecular cluster, C17H50NO13P overall, with properties calculated with ωB97M-V/def2-TZVPD.

The value obtained for the HOMO energy is -8.288 eV. As for the HOMO-LUMO gap: 6.63 eV. Its multiplicity is 1. The calculation puts the total energy at -2051.4504 a.u.

Element x y z (Å)
P1 0.781 0.216 1.345
O1 -6.780 1.740 -3.082
O2 5.338 3.030 2.335
O3 1.625 3.677 0.948
O4 -3.138 -2.623 -0.861
O5 2.957 7.895 0.216
O6 -2.225 4.044 -1.421
O7 -5.538 1.824 -6.375
O8 2.064 -2.570 -1.381
O9 -1.247 -3.961 6.865
O10 -0.482 -0.820 -1.847
O11 2.840 -4.785 2.743
O12 2.426 0.265 -4.068
O13 -0.692 -2.596 3.351
N1 2.300 0.655 0.907
C1 -0.468 -3.880 2.798
C2 -1.222 0.000 -1.068
C3 -3.005 -3.292 0.379
C4 -2.378 -4.522 6.225
C5 -2.868 0.204 -1.274
C6 2.722 4.481 1.341
C7 -0.561 0.936 0.148
C8 3.078 -0.918 -4.490
C9 -4.402 1.092 -6.795
C10 -1.046 2.371 0.241
C11 -6.029 0.616 -3.504
C12 -3.344 1.640 -1.190
C13 1.620 -3.901 -1.192
C14 -2.217 2.831 -0.860
C15 6.546 2.341 2.072
C16 1.641 8.374 0.010
C17 4.021 -4.433 3.440
H1 0.960 7.522 -0.057
H2 1.601 8.943 -0.922
H3 3.023 -5.616 2.273
H4 -4.079 1.450 -7.775
H5 -0.517 -2.661 4.305
H6 1.738 3.481 0.002
H7 2.779 -0.265 0.727
H8 -2.753 -5.361 6.815
H9 -0.640 3.136 1.054
H10 0.568 -4.178 2.974
H11 -3.616 -0.683 -1.468
H12 -5.995 -0.114 -2.692
H13 4.837 -4.293 2.727
H14 3.653 3.933 1.177
H15 -2.086 -4.878 5.234
H16 -2.241 -2.404 -1.165
H17 0.592 -3.893 -0.822
H18 1.347 9.008 0.849
H19 -1.537 -3.655 7.741
H20 -5.273 2.758 -6.322
H21 2.625 4.720 2.402
H22 -2.511 -2.634 1.098
H23 2.406 -1.498 -5.127
H24 -6.793 2.370 -3.823
H25 4.275 -5.223 4.151
H26 -3.597 1.216 -6.066
H27 7.054 2.120 3.014
H28 -0.657 -3.842 1.723
H29 0.669 -1.248 1.319
H30 -6.506 0.165 -4.377
H31 3.539 8.673 0.271
H32 3.849 -3.500 3.982
H33 3.971 -0.648 -5.058
H34 2.265 -4.390 -0.458
H35 2.724 5.406 0.759
H36 -5.012 0.929 -3.753
H37 1.473 -2.162 -2.037
H38 -3.999 -3.553 0.750
H39 6.329 1.413 1.537
H40 1.638 -0.006 -3.567
H41 1.673 -4.442 -2.139
H42 3.368 -1.507 -3.617
H43 7.188 2.973 1.454
H44 0.434 0.700 2.667
H45 4.789 2.445 2.885
H46 -2.419 -4.204 0.241
H47 -4.667 0.034 -6.864
H48 -3.154 -3.759 6.122
H49 -1.148 -4.600 3.260
H50 -4.486 1.893 -1.357

=====

Below is C17H51O11Ti as an isolated structure, with properties calculated with ωB97M-V/def2-TZVPD.

Its expectation value of S² is 3.751. The value obtained for the HOMO energy (spin up / spin down) is -6.144 / -9.741 eV. As for the HOMO-LUMO gap (spin up / spin down): 6.15 / 9.58 eV. Its multiplicity is 4. The calculation puts the total energy at -2355.2721 a.u.

Element x y z (Å)
Ti1 2.682 -2.327 0.044
O1 2.721 0.012 -3.597
O2 -2.604 2.994 -2.523
O3 -2.908 4.094 2.173
O4 1.396 -0.662 -1.238
O5 1.315 1.267 3.403
O6 -0.500 -1.541 -3.134
O7 1.031 -3.965 0.830
O8 4.189 0.043 -0.011
O9 -1.748 -1.475 3.564
O10 1.521 -0.240 0.922
O11 -3.024 -2.405 1.183
C1 -2.277 -2.431 -0.036
C2 -2.242 -3.878 -0.524
C3 0.286 -2.609 -3.667
C4 1.956 2.475 3.038
C5 -3.686 1.354 -1.223
C6 4.632 1.138 -0.805
C7 -0.074 1.006 -0.408
C8 -2.930 1.606 -2.508
C9 0.526 -3.446 2.078
C10 0.784 -4.426 3.203
C11 4.399 2.462 -0.103
C12 1.016 -0.041 -0.205
C13 -1.823 3.414 2.813
C14 -1.796 -0.091 3.209
C15 -2.163 3.277 4.284
C16 1.817 0.845 -4.319
C17 2.028 0.648 -5.817
H1 -2.049 0.955 -2.463
H2 2.361 -0.107 -2.704
H3 1.964 3.121 3.915
H4 -0.895 3.959 2.623
H5 1.850 -4.616 3.295
H6 0.394 -4.037 4.146
H7 -0.538 -3.241 1.940
H8 -3.105 2.756 4.452
H9 -4.071 0.347 -1.074
H10 3.333 2.680 0.010
H11 -2.099 3.171 -3.322
H12 3.003 1.053 -6.076
H13 -1.371 2.755 4.823
H14 0.368 -3.398 -2.908
H15 2.062 1.890 -4.095
H16 -2.290 4.262 4.739
H17 -0.184 -3.047 -4.544
H18 2.998 2.236 2.808
H19 4.107 1.161 -1.769
H20 -1.774 -3.978 -1.507
H21 1.267 0.666 2.646
H22 -1.005 0.125 2.483
H23 0.790 0.570 -4.061
H24 0.188 -5.327 3.035
H25 5.669 0.921 -1.057
H26 -2.164 -1.942 2.821
H27 1.465 2.991 2.208
H28 0.648 -4.824 0.639
H29 -2.736 0.151 2.698
H30 -3.964 -2.434 0.980
H31 0.069 -1.243 -2.404
H32 -3.498 1.367 -3.409
H33 1.284 -2.218 -3.877
H34 -2.631 -1.746 -0.809
H35 -1.736 0.519 4.104
H36 -1.566 -4.440 0.128
H37 1.886 -0.401 -6.073
H38 -2.693 4.192 1.240
H39 -1.271 -2.097 0.222
H40 4.879 3.319 -0.576
H41 -1.763 2.402 2.388
H42 -3.212 -4.369 -0.486
H43 0.915 -2.462 2.347
H44 4.755 2.409 0.929
H45 -4.594 1.969 -1.263
H46 -0.161 1.638 0.476
H47 3.287 0.208 0.303
H48 0.186 1.612 -1.272
H49 -3.106 1.740 -0.386
H50 1.242 1.198 -6.339
H51 -1.022 0.488 -0.548

=====

Below is a 9-piece molecular cluster, C17H52F3N11O11S overall, with properties calculated with ωB97M-V/def2-TZVPD.

The value obtained for the HOMO energy is -8.884 eV. As for the HOMO-LUMO gap: 8.19 eV. Its multiplicity is 1. The calculation puts the total energy at -2806.7902 a.u.

Element x y z (Å)
S1 0.565 -0.289 -0.916
F1 2.638 0.890 -2.057
F2 2.543 1.095 0.103
F3 1.216 2.248 -1.152
O1 -4.037 -0.893 -3.474
O2 4.122 1.679 4.829
O3 -0.242 0.073 0.245
O4 -2.907 -5.612 -3.075
O5 -0.160 -0.235 -2.159
O6 1.395 -1.452 -0.696
O7 2.877 -0.288 -5.721
O8 2.225 -5.278 2.226
O9 0.204 4.463 3.934
O10 -0.990 0.980 2.417
O11 -2.808 3.819 -2.910
N1 -5.598 -1.666 -2.012
N2 -3.408 -1.268 -1.318
N3 -2.105 1.687 -3.262
N4 -0.602 3.419 -3.352
N5 2.061 -1.450 -3.925
N6 -1.394 -2.399 -4.227
N7 1.080 -3.786 0.938
N8 -0.133 3.305 1.421
N9 3.194 -3.272 1.666
N10 0.819 -1.284 -5.824
N11 1.889 2.174 3.371
C1 1.833 1.054 -1.026
C2 2.016 -0.994 -5.217
C3 2.183 -4.202 1.659
C4 -2.603 -4.236 -2.983
C5 1.978 0.888 4.105
C6 4.820 2.316 5.871
C7 2.970 0.968 5.243
C8 -1.635 5.153 0.801
C9 -0.140 4.222 5.282
C10 2.309 -0.211 3.089
C11 -2.405 -6.424 -2.014
C12 -4.340 -1.209 -2.329
C13 -0.893 4.858 3.134
C14 -0.480 4.713 1.692
C15 -1.903 3.033 -3.121
C16 -1.522 -3.840 -3.996
C17 -0.167 -4.438 -3.673
H1 -0.216 -5.526 -3.774
H2 -1.569 -7.011 -2.409
H3 -0.971 -1.953 -3.409
H4 -2.141 6.040 1.183
H5 0.237 -4.257 -2.669
H6 0.398 5.343 1.514
H7 -3.526 -3.678 -3.149
H8 1.314 -1.931 -3.460
H9 -6.196 -1.575 -2.816
H10 -1.950 1.090 2.315
H11 0.410 -4.508 0.756
H12 0.775 4.107 5.869
H13 0.701 -0.863 -6.725
H14 3.259 -0.028 5.606
H15 5.568 1.649 6.300
H16 -5.934 -1.941 -1.112
H17 -1.236 5.854 3.450
H18 -3.227 -7.075 -1.728
H19 -2.493 -0.915 -1.538
H20 0.119 -1.743 -5.244
H21 -1.984 -5.871 -1.174
H22 -0.569 1.899 2.192
H23 -2.299 -1.930 -4.268
H24 -1.793 4.255 3.353
H25 0.098 2.699 -3.302
H26 0.960 0.682 4.445
H27 4.074 -3.399 2.129
H28 -2.200 -3.937 -2.004
H29 4.190 2.757 6.657
H30 -0.716 0.411 1.603
H31 -0.665 3.264 5.403
H32 1.356 2.837 3.946
H33 2.791 -1.101 -3.335
H34 1.165 -2.953 0.369
H35 -1.369 0.996 -3.282
H36 0.593 -4.116 -4.387
H37 2.808 2.621 3.409
H38 -2.401 4.369 0.781
H39 3.397 -0.349 3.072
H40 -3.039 1.326 -3.343
H41 0.036 3.213 0.426
H42 -0.294 4.370 -3.337
H43 2.500 1.476 6.096
H44 -1.841 -4.325 -4.926
H45 0.711 3.084 1.968
H46 -1.381 5.318 -0.246
H47 -3.610 -1.609 -0.399
H48 3.218 -2.526 0.991
H49 5.276 3.221 5.456
H50 1.975 0.081 2.099
H51 -0.711 5.051 5.710
H52 1.937 -1.204 3.349